Density functional theory data (wB97M-V/def2-TZVPD) for 12 unconnected molecules or ions with the total composition C24H72O24.

Each line ends with the Mulliken charge.
Element x y z (Å)
C (8.5926, -8.9290, -11.1937)  -0.223
C (9.2762, -10.2741, -11.4230)  -0.453
O (10.7522, -10.1222, -11.4714)  -0.439
O (8.7346, -8.4431, -9.9032)  -0.250
H (7.5415, -9.0458, -11.4578)  0.415
H (9.0331, -8.2101, -11.8845)  -0.069
H (9.0572, -10.7635, -12.3720)  0.341
H (8.9164, -10.9171, -10.6198)  0.270
H (10.8841, -9.2669, -11.8870)  0.320
H (9.5856, -7.9997, -9.9343)  0.002
C (13.6343, -2.8503, -10.0064)  -0.800
C (13.4057, -4.0880, -9.1592)  0.850
O (14.1705, -3.8926, -8.0116)  -0.647
O (12.8453, -2.8404, -11.1041)  -0.478
H (14.6817, -2.6893, -10.2614)  0.413
H (13.3513, -2.0195, -9.3600)  0.275
H (13.5972, -4.9455, -9.8042)  -0.549
H (12.3583, -4.0871, -8.8575)  0.297
H (13.7760, -3.1783, -7.5059)  0.363
H (13.3632, -3.1403, -11.8548)  0.334
C (10.4715, -6.9238, -7.5705)  -1.161
C (10.5887, -8.1990, -6.8563)  0.960
O (11.7680, -8.2602, -6.1114)  0.089
O (11.3617, -6.8634, -8.6539)  0.459
H (10.5596, -6.0316, -6.9506)  0.200
H (9.4513, -6.9138, -7.9542)  0.338
H (10.5273, -8.9413, -7.6522)  -0.095
H (9.7281, -8.2029, -6.1873)  -0.225
H (12.4231, -8.0854, -6.7910)  -0.163
H (12.2208, -7.0805, -8.2843)  0.004
C (12.1486, -11.5838, -7.1519)  0.223
C (10.8660, -12.0926, -7.8318)  -0.116
O (10.1557, -12.9519, -6.9206)  -0.607
O (13.1959, -12.4684, -7.1853)  -0.558
H (11.9558, -11.2068, -6.1475)  -0.065
H (12.4134, -10.6660, -7.6769)  0.073
H (11.0706, -12.4889, -8.8263)  0.283
H (10.2016, -11.2691, -8.0938)  -0.034
H (10.7832, -13.2400, -6.2538)  0.364
H (13.7795, -11.9863, -7.7756)  0.455
C (11.0767, -5.1307, -13.3232)  -0.888
C (11.4742, -6.1182, -12.2424)  1.157
O (11.4138, -7.4495, -12.6424)  -0.462
O (9.7748, -5.4716, -13.7500)  -0.565
H (11.8066, -5.3062, -14.1135)  0.507
H (11.1931, -4.0950, -13.0041)  0.457
H (10.7986, -6.0777, -11.3880)  -0.671
H (12.4607, -5.9208, -11.8230)  -0.207
H (10.7356, -7.4874, -13.3208)  0.325
H (9.6182, -4.9464, -14.5382)  0.307
C (5.3666, -7.4873, -5.9325)  -0.106
C (6.4427, -6.3069, -6.1715)  -0.250
O (6.2775, -5.1567, -5.3626)  -0.655
O (4.1280, -6.9317, -6.2788)  -0.530
H (5.3732, -7.8735, -4.9132)  0.155
H (5.5583, -8.3295, -6.5974)  0.372
H (6.6706, -6.0884, -7.2148)  0.299
H (7.3945, -6.7402, -5.8640)  0.123
H (5.6003, -4.6149, -5.7742)  0.363
H (3.4128, -7.5309, -6.0528)  0.328
C (15.7879, -6.6108, -6.7804)  -0.680
C (14.3205, -7.1204, -6.6967)  0.035
O (13.8329, -7.6736, -7.8812)  -0.459
O (15.9486, -5.8985, -7.9888)  -0.623
H (16.4946, -7.4404, -6.7598)  0.296
H (16.0032, -5.8809, -5.9999)  0.423
H (13.7618, -6.2102, -6.4788)  0.300
H (14.2303, -7.7563, -5.8160)  0.000
H (14.6490, -7.7968, -8.3715)  0.271
H (15.2704, -5.2201, -8.0291)  0.209
C (7.5446, -8.6209, -3.0929)  -0.377
C (7.5695, -7.1506, -2.6706)  -0.281
O (6.4031, -6.5020, -2.9306)  -0.224
O (7.8345, -8.7814, -4.4242)  -0.298
H (6.5495, -8.9957, -2.8533)  0.398
H (8.3575, -9.0695, -2.5218)  0.374
H (8.2592, -6.5656, -3.2790)  0.365
H (7.6870, -7.1749, -1.5872)  0.365
H (6.4606, -6.1929, -3.8377)  0.304
H (8.0110, -9.7144, -4.5655)  0.226
C (11.7353, -10.5163, -3.2554)  1.111
C (11.7267, -11.1930, -1.8988)  -0.899
O (10.4440, -11.7023, -1.4919)  -0.548
O (11.6615, -9.1552, -3.1015)  -0.662
H (10.8618, -10.7667, -3.8574)  0.087
H (12.6502, -10.6639, -3.8292)  -0.537
H (12.2377, -10.5300, -1.2006)  0.385
H (12.4307, -12.0233, -1.9556)  0.361
H (10.3521, -12.5644, -1.9041)  0.321
H (11.4086, -8.7097, -3.9133)  0.335
C (15.2520, -10.4750, -5.7883)  0.699
C (15.5545, -11.8263, -4.9874)  -0.775
O (16.6663, -12.5076, -5.4470)  -0.554
O (16.0894, -9.4173, -5.2774)  -0.585
H (14.1970, -10.2011, -5.7889)  -0.445
H (15.4193, -10.7141, -6.8386)  0.207
H (14.6942, -12.4927, -5.0495)  0.303
H (15.5875, -11.5703, -3.9284)  0.397
H (17.4199, -12.0134, -5.1162)  0.336
H (15.6436, -8.8747, -4.6229)  0.397
C (14.7509, -7.8755, -10.8213)  0.584
C (14.5659, -8.6763, -12.1028)  -0.429
O (15.7814, -8.8805, -12.7633)  -0.591
O (15.4069, -8.6200, -9.8002)  -0.499
H (13.8741, -7.3520, -10.4403)  -0.567
H (15.3980, -7.0274, -11.0451)  0.395
H (13.8750, -8.1590, -12.7684)  -0.026
H (14.0836, -9.6349, -11.9117)  0.381
H (16.0467, -9.7821, -12.5675)  0.389
H (16.3522, -8.5380, -9.9457)  0.247
C (7.6562, -3.9230, -9.7611)  -0.761
C (8.3942, -4.6277, -10.8383)  0.903
O (7.5278, -5.0029, -11.9137)  -0.629
O (7.3161, -2.6088, -10.2109)  -0.606
H (8.2239, -3.8404, -8.8343)  0.283
H (6.6955, -4.3141, -9.4260)  0.384
H (8.7404, -5.5753, -10.4256)  -0.383
H (9.2220, -4.0104, -11.1874)  0.124
H (8.1514, -5.1671, -12.6248)  0.446
H (6.5896, -2.7000, -10.8317)  0.342

Forces on atoms 1 to 2 (eV/Å):
-0.1 -0.9 -1.8
1.4 0.4 -0.3

Computed properties:
* electronic energy: -75177.9714 eV
* 2S+1: 2
* total charge: +1
* gap between HOMO and LUMO (spin up / spin down): 9.03 / 2.37 eV
* ⟨S²⟩: 0.755
* HOMO level (spin up / spin down): -11.473 / -11.473 eV
* energy above the lowest of the compared OMol25 structures with the same formula, charge and spin: 279.7 kJ/mol
* largest force on an atom: 0.0608 Eh/bohr